{"formula": "C32H42ClN13O2", "method": "the ωB97M-V functional and the def2-TZVPD basis", "charge": 0, "energy_ev": -69831.32137, "largest_force_ev_per_a": 10.2, "orbital_gap_ev": 7.31, "smiles": "NCCc1c(Cl)ccc2c1C(=O)NC2=O.CC#N.CC#N.CC#N.CC#N.CC#N.CC#N.CC#N.CC#N.CC#N.CC#N.CC#N", "multiplicity": 1, "homo_ha": -0.3054, "elements": ["N", "C", "C", "C", "C", "Cl", "C", "C", "C", "C", "C", "O", "N", "C", "O", "H", "H", "H", "H", "H", "H", "H", "H", "H", "C", "C", "N", "H", "H", "H", "C", "C", "N", "H", "H", "H", "C", "C", "N", "H", "H", "H", "C", "C", "N", "H", "H", "H", "C", "C", "N", "H", "H", "H", "C", "C", "N", "H", "H", "H", "C", "C", "N", "H", "H", "H", "C", "C", "N", "H", "H", "H", "C", "C", "N", "H", "H", "H", "C", "C", "N", "H", "H", "H", "C", "C", "N", "H", "H", "H"], "positions_angstrom": [[-2.10094, 3.42447, -1.84381], [-1.86664, 4.09122, -3.18190], [-0.37515, 3.71511, -3.83601], [0.16766, 2.34049, -3.11385], [-0.07660, 0.84128, -3.79409], [-0.95791, 0.66708, -5.42563], [0.48096, -0.52520, -3.01010], [1.26859, -0.45452, -1.54037], [1.48768, 1.04501, -0.91515], [0.98188, 2.40784, -1.67352], [1.43765, 3.68074, -0.74609], [0.98161, 4.93572, -0.75914], [2.55253, 3.03325, 0.09308], [2.18531, 1.58304, 0.46747], [2.36223, 0.95975, 1.65804], [-2.46718, 2.45075, -1.92980], [-2.65804, 4.01154, -1.18513], [-2.00086, 5.24648, -3.04077], [-2.67534, 3.64657, -3.93777], [0.37726, 4.61239, -3.80117], [-0.58669, 3.51258, -4.99061], [0.27978, -1.56815, -3.51996], [1.65893, -1.38948, -0.95394], [3.27686, 2.82745, -0.65921], [-2.65664, 4.24725, 2.21299], [-3.63518, 4.49547, 1.07660], [-4.44685, 4.70138, 0.13396], [-2.30371, 5.20044, 2.61596], [-3.14738, 3.68309, 3.01088], [-1.79904, 3.67537, 1.84820], [4.95703, -2.51908, -0.04019], [4.12449, -2.89632, -1.25472], [3.43391, -3.20926, -2.26218], [6.01437, -2.46853, -0.31409], [4.64066, -1.54394, 0.34026], [4.82836, -3.26712, 0.74688], [3.58792, -1.47876, -5.97512], [2.84922, -0.15261, -6.05369], [2.23650, 0.94744, -6.11886], [4.47446, -1.37484, -5.34364], [2.93446, -2.24467, -5.54838], [3.89805, -1.79253, -6.97560], [-4.26055, 2.20865, 6.40027], [-3.74359, 3.43089, 5.65906], [-3.31476, 4.44472, 5.04421], [-3.48016, 1.44434, 6.44878], [-4.55199, 2.48515, 7.41730], [-5.13002, 1.79741, 5.88016], [1.41272, -6.57042, -3.14445], [0.90267, -5.25534, -3.71097], [0.47958, -4.16450, -4.18091], [2.31735, -6.87917, -3.67533], [1.64542, -6.45346, -2.08242], [0.65052, -7.34606, -3.25858], [-1.02149, 5.33252, 8.59405], [-1.63049, 3.94935, 8.43130], [-2.13563, 2.80201, 8.29628], [-0.95062, 5.82555, 7.62069], [-1.64576, 5.93910, 9.25593], [-0.02013, 5.25050, 9.02551], [0.47480, 1.16037, -8.89840], [0.37522, 0.89623, -10.39200], [0.29264, 0.67713, -11.63094], [1.29988, 1.84861, -8.69571], [-0.45642, 1.60403, -8.53546], [0.65394, 0.22272, -8.36518], [-5.60087, 0.53046, -3.17579], [-4.30780, -0.04600, -2.62244], [-3.23521, -0.52417, -2.16342], [-5.89241, 1.41273, -2.59948], [-5.46325, 0.81783, -4.22183], [-6.39818, -0.21519, -3.11337], [-0.46937, -0.88029, 7.59666], [-1.84279, -1.04487, 6.96646], [-2.98205, -1.18140, 6.44374], [-0.26020, -1.72371, 8.26029], [0.29634, -0.84217, 6.81694], [-0.43377, 0.04626, 8.17618], [0.56527, -2.05839, 11.92501], [1.20756, -1.00811, 11.03344], [1.74032, -0.13690, 10.29388], [-0.18979, -2.61397, 11.36220], [1.32566, -2.75645, 12.28591], [0.08762, -1.57743, 12.78300], [3.59360, -10.13324, -5.10477], [2.83124, -9.72596, -3.85438], [2.19885, -9.38812, -2.81721], [3.21936, -9.57578, -5.96773], [4.65864, -9.92037, -4.97785], [3.46385, -11.20330, -5.28847]]}

---

{"formula": "C32H42N2OP2Ru", "method": "the ωB97M-V functional and the def2-TZVPD basis", "charge": 2, "energy_ev": -60039.07188, "largest_force_ev_per_a": 5.1, "orbital_gap_ev": [4.92, 6.70], "multiplicity": 5, "homo_ha": [-0.4421, -0.5119], "elements": ["C", "C", "C", "C", "C", "C", "C", "C", "C", "C", "C", "C", "C", "H", "H", "H", "H", "H", "H", "H", "N", "Ru", "C", "H", "H", "C", "H", "H", "P", "P", "C", "H", "H", "H", "C", "H", "H", "H", "C", "H", "H", "H", "C", "H", "H", "H", "C", "O", "H", "C", "C", "C", "C", "C", "C", "C", "C", "N", "C", "C", "C", "C", "H", "H", "H", "H", "H", "H", "H", "H", "H", "H", "H", "H", "H", "H", "H", "H", "H", "H"], "positions_angstrom": [[-1.01601, 2.89821, -3.60885], [-0.71455, 1.65578, -3.06378], [0.63187, 1.25103, -3.07891], [1.66460, 1.98980, -3.67804], [1.31273, 3.26213, -4.20642], [0.00213, 3.70200, -4.16229], [2.89453, 1.35229, -3.85246], [3.12107, -0.00131, -3.59293], [2.06209, -0.73212, -3.02057], [1.99804, -2.13409, -3.04235], [3.12097, -2.82519, -3.48083], [4.24212, -2.12806, -3.95727], [4.23658, -0.74780, -4.06506], [-2.05183, 3.23420, -3.58852], [2.10884, 3.82439, -4.69611], [-0.26080, 4.67426, -4.58207], [3.66652, 1.91221, -4.37544], [3.11045, -3.91033, -3.42837], [5.12644, -2.69272, -4.24845], [5.05372, -0.19235, -4.52676], [0.95098, -0.01299, -2.68421], [-0.03543, -0.89630, 0.25457], [-1.77788, 0.71917, -2.49862], [-1.74775, -0.26480, -2.99628], [-2.76744, 1.15302, -2.68640], [0.69673, -2.84053, -2.67578], [-0.16073, -2.41672, -3.22929], [0.77363, -3.89955, -2.95997], [-1.65475, 0.42190, -0.66069], [0.28457, -2.80677, -0.87032], [1.71420, -3.75771, -0.22091], [1.69334, -3.74643, 0.87329], [1.67547, -4.79541, -0.57724], [2.64461, -3.28819, -0.56483], [-1.17303, -3.90100, -0.74144], [-0.93948, -4.89975, -1.13125], [-1.47775, -3.98306, 0.30798], [-1.99541, -3.46241, -1.32154], [-1.85657, 2.14674, -0.06957], [-2.66533, 2.66050, -0.60474], [-2.05781, 2.15328, 1.00827], [-0.91671, 2.67931, -0.24700], [-3.27018, -0.35322, -0.25198], [-3.43412, -0.30851, 0.83206], [-4.09566, 0.16345, -0.75945], [-3.25800, -1.40799, -0.55508], [1.69936, -0.37571, -0.01180], [2.83126, -0.10624, -0.17450], [0.13556, -0.55243, -2.45538], [-2.64621, 2.93289, 4.95989], [-1.58390, 2.54761, 3.97366], [-0.61005, 3.47189, 3.58824], [0.40868, 3.12820, 2.69325], [1.43127, 4.13911, 2.27668], [0.46954, 1.82507, 2.20249], [-0.47906, 0.84161, 2.61373], [-1.54528, 1.26067, 3.45407], [-0.36484, -0.46775, 2.20304], [-0.64912, -1.61178, 3.10503], [-0.32187, -1.26720, 4.54972], [-2.11864, -2.01039, 2.95935], [0.20360, -2.80309, 2.68933], [-2.20693, 3.11408, 5.94966], [-3.15981, 3.85209, 4.65450], [-3.39160, 2.13787, 5.05989], [-0.64648, 4.48097, 3.99805], [0.96049, 5.05693, 1.90611], [2.06852, 4.42262, 3.12284], [2.06794, 3.72751, 1.48846], [1.26888, 1.54029, 1.50839], [-2.33438, 0.54890, 3.70068], [-0.99906, -0.51310, 4.95208], [-0.41950, -2.17980, 5.14404], [0.70806, -0.90770, 4.61494], [-2.34649, -2.29580, 1.92040], [-2.31609, -2.87520, 3.61087], [-2.78795, -1.18937, 3.24325], [-0.09597, -3.16318, 1.69241], [1.26593, -2.53699, 2.69129], [0.04510, -3.62096, 3.40125]]}